1.
The following is a DFT calculation (ωB97M-V/def2-TZVPD) of a cluster of 10 separate species, C35H69FN10O14P2 in total in a non-equilibrium geometry.

Last column: Löwdin charge in e.
Geometry (Å):
O -1.775 -3.349 -3.260  0.147
C -0.612 -3.136 -3.272  -0.389
N 0.380 -4.025 -3.771  0.179
C 1.455 -3.204 -4.215  -0.398
O 2.176 -3.500 -5.113  0.114
C 1.394 -1.947 -3.402  -0.104
C 2.348 -0.961 -3.166  -0.384
P 4.059 -0.991 -3.796  0.905
P 4.698 -3.039 -3.486  0.231
O 3.759 -3.767 -2.620  -0.296
O 4.981 -3.767 -4.871  -0.164
O 6.135 -2.906 -2.809  -0.172
C 1.958 0.107 -2.359  -0.011
C 0.679 0.135 -1.846  -0.269
F 0.342 1.178 -1.049  0.058
C -0.256 -0.841 -2.072  0.088
C 0.126 -1.903 -2.867  -0.060
H 0.636 -4.774 -3.139  0.160
H 3.977 -0.819 -5.185  -0.066
H 4.413 -4.551 -4.876  0.081
H 6.502 -3.801 -2.788  0.084
H 2.655 0.892 -2.125  0.109
H -1.232 -0.783 -1.620  0.145
C -1.797 5.102 2.581  -0.075
N -2.356 3.807 2.241  0.010
C -2.188 3.092 1.096  -0.540
C -1.313 3.701 0.032  -0.012
O -2.733 2.008 0.973  0.021
H -1.185 5.018 3.481  0.083
H -2.599 5.815 2.776  0.083
H -1.181 5.480 1.773  0.066
H -2.950 3.352 2.916  0.137
H -1.262 3.040 -0.824  0.055
H -1.723 4.656 -0.297  0.090
H -0.306 3.847 0.418  0.054
C -4.836 2.610 -3.620  -0.073
N -3.632 3.188 -3.054  0.014
C -2.636 3.852 -3.699  -0.539
C -2.767 4.028 -5.191  -0.018
O -1.677 4.283 -3.071  0.014
H -5.717 3.064 -3.163  0.082
H -4.861 1.537 -3.422  0.084
H -4.875 2.770 -4.691  0.072
H -3.486 3.099 -2.060  0.127
H -1.907 4.570 -5.561  0.068
H -2.810 3.057 -5.687  0.090
H -3.662 4.598 -5.436  0.079
C -1.648 9.381 -5.573  -0.076
N -2.199 8.084 -5.919  0.011
C -2.048 7.385 -7.075  -0.543
C -1.203 8.010 -8.160  -0.010
O -2.578 6.295 -7.214  0.024
H -1.016 9.292 -4.688  0.084
H -2.456 10.081 -5.350  0.083
H -1.056 9.780 -6.388  0.070
H -2.769 7.613 -5.236  0.139
H -1.179 7.335 -9.008  0.082
H -1.629 8.962 -8.480  0.084
H -0.183 8.171 -7.810  0.085
C -2.449 -6.929 1.392  -0.054
N -1.385 -5.968 1.117  0.022
C -1.100 -5.364 -0.055  -0.530
C -1.979 -5.663 -1.239  0.001
O -0.159 -4.576 -0.157  0.014
H -3.110 -6.556 2.175  0.070
H -1.997 -7.860 1.735  0.086
H -3.038 -7.126 0.504  0.075
H -0.764 -5.712 1.869  0.143
H -1.601 -5.103 -2.082  0.035
H -1.965 -6.727 -1.479  0.092
H -3.004 -5.347 -1.043  0.098
C 1.064 -1.219 1.352  -0.049
N 1.668 -2.531 1.455  0.033
C 2.781 -2.874 2.160  -0.551
C 3.468 -1.769 2.921  -0.011
O 3.205 -4.019 2.156  0.023
H 0.032 -1.254 1.707  0.067
H 1.056 -0.904 0.313  0.056
H 1.612 -0.485 1.932  0.071
H 1.241 -3.287 0.943  0.094
H 4.346 -2.171 3.417  0.079
H 3.780 -0.985 2.228  0.060
H 2.806 -1.348 3.679  0.083
C -5.079 -6.207 6.671  -0.073
N -5.151 -6.849 5.370  0.007
C -5.672 -6.351 4.218  -0.561
C -6.258 -4.966 4.263  -0.007
O -5.657 -7.002 3.187  0.017
H -4.038 -6.126 6.988  0.082
H -5.619 -6.803 7.409  0.081
H -5.511 -5.213 6.637  0.072
H -4.777 -7.779 5.274  0.136
H -6.627 -4.711 3.274  0.083
H -7.086 -4.919 4.970  0.089
H -5.500 -4.236 4.554  0.062
C -2.486 -0.657 3.270  -0.067
N -3.641 -1.235 3.932  0.014
C -3.833 -1.468 5.254  -0.556
C -2.729 -1.067 6.202  -0.010
O -4.866 -1.992 5.640  0.015
H -2.784 0.242 2.730  0.063
H -2.089 -1.377 2.553  0.073
H -1.711 -0.406 3.987  0.075
H -4.422 -1.515 3.360  0.140
H -3.033 -1.321 7.212  0.081
H -1.807 -1.600 5.967  0.084
H -2.547 0.007 6.149  0.083
C 7.201 -0.860 0.622  -0.068
N 7.123 0.225 1.582  0.016
C 7.755 0.345 2.780  -0.550
C 8.668 -0.786 3.198  -0.013
O 7.584 1.331 3.482  0.017
H 7.563 -0.462 -0.328  0.083
H 6.201 -1.268 0.468  0.081
H 7.863 -1.650 0.956  0.072
H 6.525 1.007 1.362  0.116
H 9.093 -0.544 4.167  0.079
H 8.110 -1.720 3.281  0.083
H 9.478 -0.912 2.480  0.082
C 2.423 4.671 0.654  -0.067
N 2.759 3.264 0.680  0.019
C 3.720 2.646 1.401  -0.541
C 4.560 3.511 2.311  0.000
O 3.889 1.438 1.308  0.020
H 1.387 4.797 0.964  0.056
H 2.536 5.044 -0.365  0.092
H 3.060 5.248 1.315  0.076
H 2.225 2.638 0.096  0.120
H 5.280 2.882 2.821  0.069
H 5.097 4.267 1.736  0.089
H 3.935 4.003 3.058  0.087

Its net charge is 0. For the HOMO energy, the calculation gives -0.3182 Ha. As for the calculated total energy: -102281.573 eV. The value obtained for the HOMO-LUMO gap is 0.313 Ha. Its maximum force is 1.70 eV/A.

***

2.
The following is a DFT calculation (ωB97M-V/def2-TZVPD) of a cluster of 2 separate species, C13H32INO7P4 in total in a non-equilibrium geometry.

Last column: Mulliken spin population.
Geometry (Å):
O 3.837 -1.345 3.492  0.000
P 3.590 -2.677 2.896  0.000
O 4.276 -2.959 1.506  0.000
O 4.061 -3.940 3.712  0.000
C 1.772 -2.782 2.674  0.000
P 1.087 -1.468 3.713  0.000
C -0.608 -1.862 4.154  0.000
C -1.540 -2.246 2.965  0.000
C -2.898 -1.567 3.073  0.000
I -3.988 -1.654 1.270  0.000
P 1.574 0.392 2.666  0.000
P -0.239 1.559 2.328  0.004
O 0.242 2.717 1.559  -0.001
O -1.170 0.542 1.613  0.005
O -0.973 1.899 3.701  0.000
H 4.229 -2.178 0.942  0.000
H 3.532 -4.099 4.498  0.000
H 1.568 -2.514 1.637  0.000
H 1.350 -3.758 2.909  0.000
H 1.803 -1.462 4.903  0.000
H -1.025 -1.047 4.747  0.000
H -0.517 -2.709 4.840  0.000
H -1.092 -2.046 1.997  0.000
H -1.723 -3.319 3.032  0.000
H -2.793 -0.513 3.321  0.000
H -3.491 -2.042 3.850  0.000
H 2.209 1.107 3.691  0.000
H -1.415 0.853 0.682  0.017
H -0.465 1.671 4.482  0.000
C 1.500 0.317 -3.045  0.015
C 0.034 0.094 -2.627  0.019
C -0.829 -0.249 -3.842  0.031
C -1.068 0.940 -4.770  -0.016
C -1.628 2.137 -4.005  0.033
C -0.795 2.529 -2.783  0.023
N -0.532 1.313 -1.948  0.409
O -1.546 1.050 -1.192  0.455
C 0.516 3.203 -3.216  0.011
C -1.552 3.538 -1.929  -0.001
C 0.031 -1.070 -1.644  -0.013
H 2.010 -0.644 -3.095  0.000
H 1.604 0.775 -4.024  0.001
H 2.027 0.938 -2.318  -0.007
H -1.795 -0.628 -3.493  0.002
H -0.347 -1.065 -4.384  0.002
H -0.146 1.215 -5.288  0.000
H -1.773 0.648 -5.549  0.002
H -1.695 3.006 -4.660  0.001
H -2.647 1.908 -3.679  0.002
H 1.175 3.349 -2.359  -0.005
H 0.285 4.182 -3.632  0.000
H 1.062 2.658 -3.980  0.000
H -2.545 3.184 -1.662  0.002
H -1.661 4.459 -2.500  0.000
H -1.007 3.761 -1.011  0.001
H 0.625 -0.824 -0.760  0.005
H 0.477 -1.934 -2.134  -0.001
H -0.975 -1.341 -1.327  0.005

Its net charge is +1. For the HOMO energy (spin up / spin down), the calculation gives -0.4018 / -0.4389 Ha. As for the calculated total energy: -75075.959 eV. As for the expectation value of S²: 0.754. The value obtained for the HOMO-LUMO gap (spin up / spin down) is 0.282 / 0.319 Ha. As for the multiplicity: 2. Its maximum force is 1.49 eV/A.

***

3.
The following is a DFT calculation (ωB97M-V/def2-TZVPD) of a structure of composition C3H3NOS2 in a non-equilibrium geometry.

Last column: natural (NBO) charge in e.
Geometry (Å):
C -0.048 1.560 -0.644  -0.332
C 0.457 0.378 -0.543  0.243
C 2.871 0.175 0.681  0.385
N 0.194 -0.877 -0.474  -0.706
O 2.699 -0.978 0.753  -0.490
S -0.667 1.425 -2.217  -0.201
S 3.154 1.634 0.478  0.105
H 0.076 2.352 -0.030  0.221
H -0.770 -1.242 -0.497  0.384
H 0.854 -1.493 -0.706  0.391

Its net charge is 0. For the HOMO energy, the calculation gives -0.2850 Ha. As for the calculated total energy: -28364.588 eV. The value obtained for the HOMO-LUMO gap is 0.280 Ha. For the relative energy (zero: lowest compared OMol25 entry of this formula, charge and spin), the calculation gives 74.9 kcal/mol. Its maximum force is 4.38 eV/A.

***

4.
The following is a DFT calculation (ωB97M-V/def2-TZVPD) of a cluster of 2 separate species, C6H12F3OP in total in a non-equilibrium geometry.

Last column: natural (NBO) charge in e.
Geometry (Å):
C -1.523 1.651 1.515  -0.663
C 0.460 -1.638 -2.153  -0.920
C 0.994 -1.594 0.747  -0.891
C -0.192 0.544 -0.677  -0.725
C -0.106 1.762 0.981  0.254
C 0.303 3.162 0.608  0.912
O 0.850 1.255 1.871  -0.704
F 0.596 3.997 1.605  -0.315
F 1.393 3.274 -0.164  -0.325
F -0.726 3.743 -0.083  -0.343
P 1.296 -0.496 -0.884  0.733
H -2.196 1.461 0.638  0.229
H -1.621 0.653 1.973  0.233
H -1.799 2.421 2.222  0.235
H 0.919 -1.183 -3.024  0.235
H -0.607 -1.810 -2.154  0.228
H 0.956 -2.622 -2.234  0.237
H 1.186 -1.031 1.656  0.230
H 1.663 -2.469 0.868  0.232
H -0.071 -1.802 0.559  0.215
H -1.153 0.096 -0.504  0.198
H -0.433 1.265 -1.473  0.237
H 1.518 0.902 1.316  0.478

Its net charge is 0. For the HOMO energy, the calculation gives -0.3430 Ha. As for the calculated total energy: -25903.340 eV. The value obtained for the HOMO-LUMO gap is 0.375 Ha. For the relative energy (zero: lowest compared OMol25 entry of this formula, charge and spin), the calculation gives 28.3 kcal/mol. Its maximum force is 4.15 eV/A.

***

5.
The following is a DFT calculation (ωB97M-V/def2-TZVPD) of a cluster of 2 separate species, C9H22B3F3O13PS in total in a non-equilibrium geometry.

Last column: natural (NBO) charge in e.
Geometry (Å):
O 3.542 1.588 0.560  -0.916
S 4.130 2.493 -0.589  1.712
O 5.685 2.350 -0.691  -0.908
B 3.357 1.932 -2.207  0.214
B 3.483 0.256 -2.173  1.013
O 4.748 -0.489 -2.329  -0.934
O 2.225 -0.547 -1.980  -0.955
O 3.796 2.611 -3.475  -0.706
C 2.758 3.595 -3.930  -0.115
C 1.340 3.104 -3.270  0.369
O 0.600 3.993 -2.358  -0.782
B -0.173 3.177 -1.361  1.392
O -1.376 2.417 -1.756  -0.957
O 0.262 3.046 0.069  -0.970
O 1.863 2.071 -2.338  -0.746
C 3.759 4.264 -0.103  0.752
F 2.864 4.291 1.096  -0.332
F 3.112 5.084 -1.153  -0.332
F 5.010 4.963 0.290  -0.343
H 5.550 0.063 -2.095  0.506
H 1.973 -0.410 -1.004  0.494
H 2.697 3.661 -5.120  0.176
H 3.153 4.695 -3.687  0.192
H 0.659 2.543 -4.046  0.167
H -1.317 1.509 -1.306  0.500
H 0.660 2.105 0.117  0.507
O -3.260 -2.197 3.331  -0.906
P -2.866 -2.300 1.837  2.267
O -1.232 -2.300 2.120  -0.787
C -0.660 -3.360 2.867  -0.074
C -0.409 -4.569 1.992  -0.633
O -3.013 -0.671 1.523  -0.785
C -3.898 0.128 2.294  -0.060
C -3.161 0.773 3.457  -0.635
O -2.427 -2.414 0.168  -0.663
C -2.624 -3.635 -0.520  -0.078
C -3.856 -4.406 -0.090  -0.645
H -1.287 -3.625 3.721  0.181
H 0.294 -2.994 3.261  0.189
H -1.355 -5.033 1.696  0.181
H 0.180 -5.322 2.522  0.214
H 0.122 -4.287 1.077  0.221
H -4.756 -0.461 2.635  0.175
H -4.296 0.910 1.640  0.180
H -2.552 0.057 4.015  0.223
H -3.868 1.242 4.148  0.203
H -2.475 1.543 3.090  0.218
H -1.728 -4.249 -0.421  0.175
H -2.714 -3.388 -1.585  0.195
H -3.816 -4.673 0.969  0.199
H -3.949 -5.329 -0.670  0.230
H -4.759 -3.804 -0.242  0.218

Its net charge is -1. For the HOMO energy, the calculation gives -0.2148 Ha. As for the calculated total energy: -66615.965 eV. The value obtained for the HOMO-LUMO gap is 0.209 Ha. Its maximum force is 9.86 eV/A.

***

6.
The following is a DFT calculation (ωB97M-V/def2-TZVPD) of a structure of composition C12H18N8OSY.

Last column: natural (NBO) charge in e.
Geometry (Å):
Y 0.104 -0.716 0.141  2.115
N -3.708 0.945 2.193  -0.789
C -2.541 0.326 1.884  0.316
S -2.528 -0.441 0.295  -0.474
N -1.593 0.389 2.767  -0.424
N -0.408 -0.230 2.384  -0.460
C 0.388 -0.462 3.373  0.172
C 1.666 -1.146 3.319  -0.252
C 2.468 -1.082 4.470  -0.130
C 3.680 -1.731 4.541  -0.259
C 4.107 -2.487 3.451  -0.155
C 3.334 -2.588 2.312  -0.307
C 2.107 -1.923 2.223  0.434
O 1.372 -2.027 1.121  -0.916
H -4.525 0.743 1.648  0.406
H -3.828 1.251 3.145  0.406
H 0.052 -0.118 4.350  0.205
H 2.111 -0.506 5.316  0.217
H 4.285 -1.668 5.434  0.226
H 5.051 -3.015 3.501  0.221
H 3.648 -3.195 1.473  0.222
C 0.176 -1.725 -4.940  -0.428
N 1.241 -0.901 -4.380  -0.401
C 1.982 -0.113 -5.364  -0.416
C 1.234 -0.640 -3.058  0.665
N 0.260 -0.913 -2.250  -0.905
N 2.433 -0.111 -2.573  -0.616
C 2.655 0.676 -1.460  0.660
N 3.874 1.254 -1.446  -0.786
N 1.773 0.830 -0.525  -0.902
H 0.513 -2.107 -5.901  0.233
H -0.742 -1.152 -5.100  0.210
H -0.026 -2.574 -4.290  0.226
H 2.626 -0.757 -5.963  0.219
H 2.577 0.657 -4.884  0.210
H 1.274 0.387 -6.027  0.223
H -0.581 -1.157 -2.763  0.393
H 3.246 -0.339 -3.120  0.418
H 4.481 1.252 -2.246  0.410
H 4.209 1.696 -0.608  0.422
H 2.083 1.528 0.145  0.389

Its net charge is +1. For the HOMO energy, the calculation gives -0.3768 Ha. As for the calculated total energy: -38582.121 eV. The value obtained for the HOMO-LUMO gap is 0.275 Ha. For the relative energy (zero: lowest compared OMol25 entry of this formula, charge and spin), the calculation gives 0.0 kcal/mol. Its maximum force is 0.33 eV/A.